C4H6N2O | ωB97M-V/def2-TZVPD

Cartesian coordinates (Å):
H1 2.77 -0.81 -0.71
N1 2.29 -0.01 -0.29
C1 1.40 -0.48 0.47
O1 0.57 0.30 1.20
C2 -0.40 1.04 0.48
C3 -1.54 0.12 0.01
C4 -1.23 -0.63 -1.21
N2 -0.98 -1.20 -2.18
H2 1.21 -1.55 0.62
H3 0.06 1.57 -0.37
H4 -0.80 1.77 1.18
H5 -1.76 -0.59 0.82
H6 -2.45 0.71 -0.17

Total energy ... -9271.763 eV
HOMO level ... -10.577 eV
Energy above the lowest of the compared OMol25 structures with the same formula, charge and spin ... 1.739 eV
HOMO-LUMO gap ... 11.288 eV

C4H6N2O | ωB97M-V/def2-TZVPD

Cartesian coordinates (Å):
N1 -2.16 0.72 -0.42
C1 -0.88 0.16 -0.16
C2 -0.46 -1.14 -0.26
N2 0.90 -1.16 -0.02
C3 1.34 0.10 0.25
O1 2.69 0.10 0.52
C4 0.27 0.97 0.17
H1 -2.83 0.06 -0.78
H2 -2.56 1.17 0.38
H3 -0.99 -2.05 -0.50
H4 1.48 -1.98 0.05
H5 3.03 0.99 0.67
H6 0.16 2.06 0.09

Total energy ... -9272.373 eV
HOMO level ... -7.404 eV
Energy above the lowest of the compared OMol25 structures with the same formula, charge and spin ... 1.129 eV
HOMO-LUMO gap ... 8.240 eV

C4H6N2O | ωB97M-V/def2-TZVPD

Cartesian coordinates (Å):
N1 -1.07 0.88 0.62
C1 -1.11 0.30 -0.67
O1 -0.70 -0.98 -0.77
C2 0.29 -1.30 0.21
C3 1.20 -0.06 0.45
C4 0.31 1.04 -0.07
N2 0.27 1.57 -1.22
H1 -1.53 1.78 0.56
H2 -1.83 0.57 -1.43
H3 0.83 -2.17 -0.18
H4 -0.22 -1.58 1.14
H5 1.43 0.04 1.51
H6 2.11 -0.10 -0.15

Total energy ... -9268.737 eV
HOMO level ... -8.034 eV
Energy above the lowest of the compared OMol25 structures with the same formula, charge and spin ... 4.765 eV
HOMO-LUMO gap ... 8.930 eV

C4H6N2O | ωB97M-V/def2-TZVPD

Cartesian coordinates (Å):
C1 2.33 0.46 -0.32
O1 1.57 -0.50 0.39
C2 0.22 -0.44 0.28
C3 -0.62 -1.43 0.71
N1 -1.92 -0.77 0.27
C4 -1.62 0.60 -0.18
N2 -0.36 0.73 -0.28
H1 2.02 0.53 -1.37
H2 3.36 0.11 -0.27
H3 2.26 1.46 0.13
H4 -2.22 -1.11 -0.66
H5 -2.68 -0.93 0.94
H6 -2.41 1.28 -0.43

Total energy ... -9268.608 eV
HOMO level ... -7.949 eV
Energy above the lowest of the compared OMol25 structures with the same formula, charge and spin ... 4.894 eV
HOMO-LUMO gap ... 8.323 eV

C4H6N2O | ωB97M-V/def2-TZVPD

Cartesian coordinates (Å):
N1 1.65 1.23 -0.18
C1 0.63 0.35 0.14
C2 0.67 -1.07 0.20
C3 -0.64 -1.48 0.43
N2 -1.43 -0.40 0.52
C4 -0.71 0.74 0.19
O1 -1.25 1.38 -0.94
H1 2.60 0.93 -0.06
H2 1.48 2.17 0.13
H3 1.51 -1.72 0.00
H4 -1.07 -2.47 0.50
H5 -2.42 -0.38 0.70
H6 -1.02 0.72 -1.63

Total energy ... -9271.160 eV
HOMO level ... -7.368 eV
Energy above the lowest of the compared OMol25 structures with the same formula, charge and spin ... 2.342 eV
HOMO-LUMO gap ... 8.254 eV

C4H6N2O | ωB97M-V/def2-TZVPD

Cartesian coordinates (Å):
C1 2.02 0.52 0.28
C2 0.62 0.08 0.03
C3 0.16 -1.14 -0.36
N1 -1.23 -1.03 -0.38
C4 -1.51 0.24 -0.01
O1 -2.78 0.65 0.05
N2 -0.45 0.95 0.25
H1 2.11 1.61 0.19
H2 2.72 0.06 -0.42
H3 2.35 0.26 1.30
H4 0.66 -2.06 -0.61
H5 -1.90 -1.73 -0.64
H6 -2.75 1.58 0.32

Total energy ... -9273.238 eV
HOMO level ... -8.132 eV
Energy above the lowest of the compared OMol25 structures with the same formula, charge and spin ... 0.264 eV
HOMO-LUMO gap ... 8.952 eV

C4H6N2O | ωB97M-V/def2-TZVPD

Cartesian coordinates (Å):
C1 1.24 1.49 -0.92
O1 -0.13 1.14 -0.91
C2 -0.54 0.08 -0.16
C3 0.43 -0.70 0.61
N1 -0.14 -1.62 1.32
C4 -1.26 -1.97 1.69
N2 -1.77 -0.25 -0.11
H1 1.60 1.76 0.08
H2 1.32 2.37 -1.57
H3 1.87 0.69 -1.33
H4 1.50 -0.55 0.65
H5 -1.78 -2.84 1.29
H6 -2.34 0.40 -0.64

Total energy ... -9269.663 eV
HOMO level ... -8.262 eV
Energy above the lowest of the compared OMol25 structures with the same formula, charge and spin ... 3.839 eV
HOMO-LUMO gap ... 8.984 eV

C4H6N2O | ωB97M-V/def2-TZVPD

Cartesian coordinates (Å):
C1 0.97 -1.89 0.64
O1 1.04 -0.49 0.60
C2 0.19 0.12 -0.28
C3 -1.26 0.06 -0.28
N1 -1.80 1.26 -0.04
C4 -0.79 2.06 -0.36
N2 0.43 1.47 -0.43
H1 -0.03 -2.25 0.93
H2 1.70 -2.21 1.39
H3 1.23 -2.29 -0.34
H4 -1.93 -0.68 -0.69
H5 -1.06 2.92 -0.94
H6 1.31 1.95 -0.22

Total energy ... -9270.089 eV
HOMO level ... -7.599 eV
Energy above the lowest of the compared OMol25 structures with the same formula, charge and spin ... 3.412 eV
HOMO-LUMO gap ... 8.415 eV

C4H6N2O | ωB97M-V/def2-TZVPD

Cartesian coordinates (Å):
O1 -2.15 0.64 -1.45
C1 -1.16 0.39 -0.81
N1 -0.76 1.06 0.33
C2 0.63 0.84 0.64
C3 0.93 -0.39 -0.18
C4 0.05 -1.55 0.00
N2 -0.18 -0.63 -1.13
H1 -1.20 1.96 0.48
H2 0.82 0.59 1.69
H3 1.25 1.69 0.36
H4 1.98 -0.55 -0.46
H5 0.43 -2.51 -0.32
H6 -0.64 -1.55 0.84

Total energy ... -9272.253 eV
HOMO level ... -9.905 eV
Energy above the lowest of the compared OMol25 structures with the same formula, charge and spin ... 1.249 eV
HOMO-LUMO gap ... 10.765 eV

C4H6N2O | ωB97M-V/def2-TZVPD

Cartesian coordinates (Å):
N1 -1.75 0.72 -0.45
C1 -0.47 0.37 -0.25
C2 0.59 1.11 0.27
C3 1.69 0.28 0.16
N2 1.34 -0.92 -0.31
C4 -0.08 -1.01 -0.49
O1 -0.60 -1.50 0.84
H1 -2.33 0.10 -0.99
H2 -2.18 1.50 0.04
H3 0.57 2.11 0.70
H4 2.73 0.53 0.35
H5 2.00 -1.64 -0.58
H6 -1.53 -1.66 0.70

Total energy ... -9270.201 eV
HOMO level ... -7.138 eV
Energy above the lowest of the compared OMol25 structures with the same formula, charge and spin ... 3.301 eV
HOMO-LUMO gap ... 7.930 eV

C4H6N2O | ωB97M-V/def2-TZVPD

Cartesian coordinates (Å):
N1 0.11 2.10 0.78
C1 -0.01 0.78 1.35
C2 -0.14 -0.27 0.25
C3 0.89 -1.23 -0.25
O1 0.46 -1.88 -1.28
C4 -0.75 -1.21 -1.63
N2 -1.13 -0.24 -0.74
H1 0.76 1.79 -0.03
H2 -0.90 2.20 0.27
H3 0.94 0.50 1.77
H4 -0.92 0.54 2.05
H5 2.06 -1.46 0.00
H6 -1.35 -1.63 -2.55

Total energy ... -9270.182 eV
HOMO level ... -8.724 eV
Energy above the lowest of the compared OMol25 structures with the same formula, charge and spin ... 3.319 eV
HOMO-LUMO gap ... 9.621 eV

C4H6N2O | ωB97M-V/def2-TZVPD

Cartesian coordinates (Å):
N1 1.45 -1.36 1.09
C1 0.50 -0.55 0.47
C2 -0.47 -0.76 -0.41
C3 -1.19 0.56 -0.60
C4 -0.44 1.58 0.27
O1 -1.17 0.99 -1.95
N2 0.47 0.83 0.86
H1 2.38 -0.97 1.06
H2 1.46 -2.30 0.70
H3 -0.72 -1.69 -0.90
H4 -2.22 0.50 -0.22
H5 -1.17 1.95 -1.91
H6 1.14 1.20 1.53

Total energy ... -9270.428 eV
HOMO level ... -8.750 eV
Energy above the lowest of the compared OMol25 structures with the same formula, charge and spin ... 3.073 eV
HOMO-LUMO gap ... 9.486 eV

C4H6N2O | ωB97M-V/def2-TZVPD

Cartesian coordinates (Å):
C1 -0.52 0.56 0.66
C2 -1.84 0.37 0.20
N1 -2.00 0.82 -1.04
N2 -0.79 1.29 -1.37
C3 0.13 1.16 -0.39
H1 -0.10 0.32 1.63
H2 -2.68 -0.07 0.72
H3 -0.67 1.69 -2.29
H4 1.16 1.48 -0.52
C4 1.82 -1.91 0.60
O1 2.47 -0.91 0.41
H5 2.30 -2.89 0.79
H6 0.71 -1.90 0.59

Total energy ... -9271.478 eV
HOMO level ... -9.371 eV
Energy above the lowest of the compared OMol25 structures with the same formula, charge and spin ... 2.024 eV
HOMO-LUMO gap ... 10.184 eV

C4H6N2O | ωB97M-V/def2-TZVPD

Cartesian coordinates (Å):
N1 -1.82 0.61 -0.18
C1 -0.46 0.30 0.00
C2 0.67 1.01 -0.09
C3 1.79 0.02 0.04
N2 1.21 -1.26 0.45
C4 -0.04 -1.09 0.26
O1 -0.92 -2.11 0.22
H1 -1.95 1.48 -0.68
H2 -2.32 0.67 0.71
H3 0.78 2.09 -0.22
H4 2.13 -0.31 -0.95
H5 2.68 0.35 0.59
H6 -1.74 -1.75 -0.16

Total energy ... -9272.191 eV
HOMO level ... -9.156 eV
Energy above the lowest of the compared OMol25 structures with the same formula, charge and spin ... 1.311 eV
HOMO-LUMO gap ... 9.889 eV

C4H6N2O | ωB97M-V/def2-TZVPD

Cartesian coordinates (Å):
C1 -0.33 1.26 0.18
C2 0.64 0.41 0.06
C3 -1.62 0.38 -0.15
C4 -1.01 -1.01 0.03
N1 2.88 -0.53 -0.01
N2 2.51 0.61 -0.15
O1 0.38 -0.85 -0.17
H1 -0.47 2.28 0.29
H2 -2.36 0.55 0.61
H3 -1.84 0.84 -1.07
H4 -1.28 -1.30 1.07
H5 -1.34 -1.86 -0.60
H6 3.86 -0.78 -0.09

Total energy ... -9268.231 eV
HOMO level ... -8.592 eV
Energy above the lowest of the compared OMol25 structures with the same formula, charge and spin ... 5.271 eV
HOMO-LUMO gap ... 9.702 eV

C4H6N2O | ωB97M-V/def2-TZVPD

Cartesian coordinates (Å):
N1 -0.34 1.22 1.82
C1 -0.25 0.16 1.15
O1 -0.63 -1.12 1.45
C2 -0.29 -1.61 0.13
C3 0.07 -0.14 -0.28
C4 0.03 1.14 -1.35
N2 1.03 0.16 -1.25
H1 -0.69 1.02 2.75
H2 0.60 -2.27 0.22
H3 -1.10 -2.18 -0.32
H4 0.33 2.19 -1.16
H5 -0.77 1.07 -2.08
H6 2.00 0.37 -1.08

Total energy ... -9269.487 eV
HOMO level ... -9.376 eV
Energy above the lowest of the compared OMol25 structures with the same formula, charge and spin ... 4.015 eV
HOMO-LUMO gap ... 10.363 eV

C4H6N2O | ωB97M-V/def2-TZVPD

Cartesian coordinates (Å):
N1 1.96 1.56 0.53
C1 1.18 0.61 0.24
O1 0.46 0.75 -0.91
C2 -0.26 -0.39 -1.34
C3 -1.55 -0.56 -0.55
C4 -1.20 -0.91 0.86
N2 -0.17 -0.72 1.44
H1 2.44 1.40 1.41
H2 0.75 -0.53 1.80
H3 0.36 -1.30 -1.22
H4 -0.47 -0.25 -2.40
H5 -2.11 0.38 -0.53
H6 -2.20 -1.33 -0.97

Total energy ... -9267.679 eV
HOMO level (spin up / spin down) ... -7.808 / -7.227 eV
Energy above the lowest of the compared OMol25 structures with the same formula, charge and spin ... 5.823 eV
HOMO-LUMO gap (spin up / spin down) ... 8.041 / 7.091 eV

C4H6N2O | ωB97M-V/def2-TZVPD

Cartesian coordinates (Å):
N1 1.57 1.60 -0.15
C1 0.79 0.46 0.07
C2 1.01 -0.87 -0.20
C3 -0.22 -1.55 0.07
C4 -1.11 -0.62 0.49
O1 -2.48 -0.64 0.53
N2 -0.49 0.61 0.51
H1 2.06 1.50 -1.03
H2 0.97 2.41 -0.22
H3 1.90 -1.30 -0.65
H4 -0.45 -2.60 -0.10
H5 -2.72 -0.41 -0.37
H6 -0.83 1.40 1.04

Total energy ... -9272.202 eV
HOMO level ... -7.351 eV
Energy above the lowest of the compared OMol25 structures with the same formula, charge and spin ... 1.300 eV
HOMO-LUMO gap ... 8.068 eV

C4H6N2O | ωB97M-V/def2-TZVPD

Cartesian coordinates (Å):
C1 -1.98 -0.92 -0.26
N1 -1.89 0.29 -0.66
C2 -1.26 1.19 0.09
N2 0.00 1.06 0.37
C3 0.66 -0.10 0.17
C4 2.15 0.07 0.03
O1 0.15 -1.24 0.17
H1 -1.44 -1.68 -0.93
H2 -2.17 -1.19 0.78
H3 -1.74 2.15 0.25
H4 2.36 0.44 -0.97
H5 2.66 -0.88 0.21
H6 2.51 0.80 0.75

Total energy ... -9270.514 eV
HOMO level ... -9.253 eV
Energy above the lowest of the compared OMol25 structures with the same formula, charge and spin ... 2.987 eV
HOMO-LUMO gap ... 9.434 eV

C4H6N2O | ωB97M-V/def2-TZVPD

Cartesian coordinates (Å):
N1 -1.01 1.41 -0.61
C1 -1.11 0.30 0.16
O1 -0.88 -0.87 -0.58
C2 0.39 -1.43 -0.23
C3 1.23 -0.33 0.39
C4 1.39 0.80 -0.36
N2 0.88 1.70 -0.99
H1 -1.29 2.24 -0.09
H2 -1.98 0.26 0.83
H3 0.83 -1.85 -1.14
H4 0.26 -2.23 0.51
H5 -0.17 0.25 0.93
H6 1.81 -0.49 1.30

Total energy ... -9268.027 eV
HOMO level ... -9.206 eV
Energy above the lowest of the compared OMol25 structures with the same formula, charge and spin ... 5.475 eV
HOMO-LUMO gap ... 8.885 eV

In eV Å⁻¹, the maximum force values for the records above are, in order, 1.1 0.9 0.6 1.0 1.0 0.2 0.6 3.2 0.6 1.2 5.2 0.5 0.4 0.8 5.3 1.4 1.4 0.5 2.9 0.9.